No. 1
67
Properties=species:S:1:pos:R:3:forces:R:3 method="wB97M-V/def2-TZVPD" e_tot_ev=-112736.3631 e_homo_ev="-8.3 / -8.2" gap_ev="8.56 / 8.47" spin_multiplicity=3 lumo_ev="0.24 / 0.25"
Ni -0.7651 0.6865 0.2471 -0.229 0.474 0.636
C -2.3691 0.4805 2.6309 1.545 1.447 -1.843
O -2.1149 -0.5530 1.6902 -1.183 -2.428 1.481
O -1.7895 1.5612 1.9038 -1.629 -1.040 1.419
C -3.8850 0.5145 3.1864 2.882 0.134 -0.628
F -4.8061 0.1822 2.3513 -1.838 -1.634 -2.120
F -3.9570 -0.3332 4.2499 -0.134 0.428 -0.071
F -4.2075 1.7295 3.5292 0.034 1.699 1.543
C -2.4420 -1.9239 2.1123 1.367 -0.328 -1.922
C -1.7523 -2.8526 1.0963 -0.502 -0.039 -0.325
H -0.7020 -2.6312 0.9066 0.087 0.328 0.593
H -1.8103 -3.8466 1.5399 -0.018 -0.254 -0.412
H -2.1611 -2.8380 0.0860 -0.492 -0.094 0.102
H -3.5208 -2.0691 2.1675 0.016 0.085 -0.124
H -1.9830 -2.3462 3.0062 -0.018 1.354 0.870
H -1.8719 0.2203 3.5653 0.666 0.216 0.255
O 0.2480 -0.6006 -0.7908 0.446 -0.502 -0.504
H 1.1745 -0.9028 -0.8603 -1.005 0.574 0.324
N -2.5289 0.5944 -1.1149 -2.911 0.102 -3.142
C -3.8827 0.8847 -0.8787 2.973 -0.168 0.976
C -4.8305 1.0798 -1.8350 0.155 -0.202 0.226
C -4.4485 0.9406 -3.1273 0.075 -0.044 -3.323
C -3.1529 0.6036 -3.5731 -0.635 0.205 3.286
C -2.2628 0.4431 -2.5019 0.178 -0.173 1.625
H -4.2531 1.0524 0.1218 0.848 -0.280 0.502
H -5.8292 1.3150 -1.4980 -0.094 0.044 -0.345
H -5.1640 1.1026 -3.9200 -0.400 0.033 -0.013
H -2.8522 0.4377 -4.5971 -0.137 0.108 0.074
H -1.2581 0.1250 -2.7382 0.340 0.100 0.429
N 1.3027 1.4428 1.3069 1.306 2.083 1.584
C 2.4849 0.9556 0.8784 -2.545 -2.553 -0.019
C 3.7051 1.1411 1.4027 2.067 2.142 1.004
C 3.8508 2.1728 2.3216 -0.701 -0.338 1.137
C 2.6883 2.7819 2.8217 0.739 -0.468 -0.856
C 1.4580 2.4123 2.3020 0.021 -0.657 -1.637
H 2.4175 0.0697 0.2644 -0.458 0.310 -0.692
H 4.5834 0.5943 1.0931 -0.155 -0.166 -0.257
H 4.8026 2.3873 2.7846 0.161 0.125 -0.138
H 2.7434 3.5474 3.5817 -0.034 0.044 0.000
H 0.6366 3.0361 2.6222 -0.752 -0.742 -0.110
N -0.4321 2.4827 -0.8182 -0.813 1.057 -0.505
C -1.3508 3.4742 -0.6267 1.866 0.405 -0.181
C -1.0479 4.8160 -0.9340 0.600 -1.617 -0.670
C 0.2076 5.0756 -1.5066 -1.311 0.058 0.480
C 1.0658 4.0200 -1.8447 -0.253 2.134 -0.206
C 0.6974 2.7599 -1.5259 -1.070 -1.176 1.193
H -2.3003 3.2704 -0.1542 0.136 -0.620 0.157
H -1.8396 5.5413 -0.8174 0.304 0.312 0.178
H 0.4059 6.1231 -1.6791 0.535 -0.039 -0.324
H 1.9818 4.2541 -2.3668 0.106 -0.243 0.004
H 1.3197 1.9166 -1.7869 -0.047 -0.239 0.203
N 3.0648 -3.9789 0.8055 -0.848 0.130 -0.376
C 3.7958 -4.9710 0.2952 3.091 2.713 0.470
C 5.0287 -4.6518 -0.3746 -1.752 0.191 -1.066
C 5.2604 -3.3393 -0.8641 -1.650 -0.748 1.652
C 4.3722 -2.3302 -0.3811 0.715 -1.358 -0.339
C 3.3161 -2.6864 0.4692 0.911 -1.303 -0.703
H 3.7253 -6.0024 0.6078 -0.906 -0.023 0.112
H 5.5785 -5.5442 -0.6349 0.614 0.306 -0.340
H 6.0241 -3.0786 -1.5819 0.283 -0.147 0.227
H 4.6048 -1.3250 -0.7001 -0.450 0.276 0.127
H 2.6332 -1.9385 0.8442 -0.065 -0.067 0.277
C 0.5319 -3.3375 -2.5085 -0.864 -0.487 0.219
Cl 0.1103 -3.7112 -4.2237 0.261 0.396 0.624
Cl 0.5500 -4.8491 -1.5555 0.434 0.120 -0.162
H 1.4767 -2.7973 -2.4501 -0.127 -0.357 -0.106
H -0.2754 -2.7902 -2.0218 0.263 0.401 -0.536

No. 2
74
Properties=species:S:1:pos:R:3:forces:R:3 method="wB97M-V/def2-TZVPD" e_tot_ev=-150726.0532 e_homo_ev="-4.5 / -4.5" total_charge=-1 gap_ev="5.62 / 5.62" lumo_ev="1.14 / 1.14"
Mo 1.1176 0.1929 -0.3274 1.953 1.066 0.169
C 3.2310 -2.4709 -2.3716 0.027 0.047 -0.008
C 3.5445 -2.1637 -0.9227 0.002 0.011 0.088
N 3.3827 -0.7546 -0.4192 -0.141 -0.383 -0.123
C 4.4619 0.0487 -0.9645 0.544 -0.251 0.385
C 0.8464 2.4378 -0.8165 -0.918 -0.617 0.331
C 3.6148 -0.8481 1.0540 0.103 0.017 -0.026
C 2.4553 -1.5065 1.7743 -0.063 -0.042 0.086
N 1.1907 -1.1339 1.1401 -0.335 -0.393 0.044
C 0.0948 -1.8623 1.6337 0.004 0.116 -0.033
C -0.6609 -2.6605 0.7718 -0.001 -0.037 0.039
F -0.3067 -2.7672 -0.5136 -0.006 0.016 -0.028
C -1.7620 -3.3671 1.2145 0.015 0.012 -0.028
F -2.4630 -4.1008 0.3314 0.000 0.002 0.001
C -2.1571 -3.3347 2.5355 0.000 0.023 0.027
C -1.4130 -2.5639 3.4019 -0.004 -0.015 -0.009
F -1.7611 -2.4913 4.6980 0.000 0.001 0.007
C -0.3147 -1.8455 2.9665 -0.007 0.036 0.017
F 0.3490 -1.0963 3.8648 0.025 -0.025 -0.019
H 3.6100 -3.4725 -2.5853 0.032 0.010 -0.012
H 3.7160 -1.7792 -3.0619 -0.044 0.020 -0.011
H 2.1666 -2.4648 -2.5718 -0.048 -0.006 -0.004
H 4.5947 -2.4200 -0.7283 -0.014 -0.056 0.035
H 2.9432 -2.8072 -0.2803 -0.052 0.048 -0.040
H 4.9822 -0.4367 -1.7918 -0.221 -0.066 -0.098
H 2.4035 1.1128 0.3093 -0.498 -0.488 -0.173
H 2.9250 1.3439 -2.6830 0.158 -0.098 -0.082
H 5.7522 2.8204 -0.3749 0.163 -0.287 -0.267
H 0.4529 3.4266 -1.0814 0.284 0.039 -0.383
H 3.7802 0.1614 1.4097 -0.024 0.032 0.004
H 4.5333 -1.4194 1.2331 0.022 0.021 0.013
H 2.4891 -1.1902 2.8215 -0.006 -0.018 0.023
H 2.5587 -2.5998 1.7788 0.007 0.003 -0.014
H -3.0337 -3.8665 2.8723 -0.012 -0.007 0.005
O -1.5074 1.2672 -2.1387 -0.043 0.166 0.053
C -1.7984 0.5290 -1.2149 0.094 -0.364 -0.128
O -1.0340 0.0632 -0.2886 -0.227 -0.058 -0.161
C -3.2396 0.0375 -1.1206 -0.015 0.117 0.088
C -3.7119 -0.6210 0.0058 -0.008 -0.014 -0.025
C -5.0394 -1.0157 0.0414 0.085 -0.150 -0.084
C -5.9132 -0.8023 -1.0041 0.009 -0.009 -0.049
C -5.4059 -0.1476 -2.1100 0.061 -0.155 -0.046
C -4.0955 0.2842 -2.1875 0.038 -0.015 0.024
N -6.3168 0.1037 -3.2440 -0.173 0.585 0.285
O -5.8833 0.7340 -4.1841 0.063 -0.198 -0.120
O -7.4712 -0.2611 -3.1277 0.042 -0.209 -0.107
N -5.5594 -1.6917 1.2436 -0.202 0.652 0.175
O -6.7217 -2.0439 1.2323 0.002 -0.271 -0.056
O -4.8237 -1.7710 2.2042 0.128 -0.239 0.016
H -3.0509 -0.8162 0.8378 0.015 0.001 0.013
H -6.9401 -1.1261 -0.9583 0.006 -0.002 -0.008
H -3.7195 0.8095 -3.0538 -0.005 -0.004 -0.003
Cl 3.8900 1.5631 -1.7416 -1.126 0.456 -0.240
C 5.2114 2.3670 -2.3186 0.558 0.037 0.627
Cl 6.1884 3.0473 0.8457 -0.019 0.153 0.186
H 5.0453 3.4280 -2.3587 -0.079 0.004 -0.244
H 5.8989 1.7893 -2.9097 -0.139 0.095 -0.295
Se 1.7489 0.1797 -5.1525 0.127 -0.049 -0.014
C 1.3045 -0.1772 -3.4738 -0.259 0.168 0.087
N 1.0543 -0.3424 -2.3459 0.243 -0.067 -0.167
C -0.4343 1.6958 2.5464 0.080 0.009 -0.054
C -0.2107 2.7104 1.4331 0.095 -0.007 0.047
C 0.6674 3.8566 1.9291 0.073 -0.016 0.030
C -1.5432 3.2551 0.9256 0.017 0.037 -0.048
N 0.5221 2.0367 0.3388 -0.312 0.682 0.280
H -0.8151 2.1902 3.4420 -0.039 0.002 -0.018
H 0.5078 1.2042 2.7942 -0.037 0.015 0.014
H -1.1463 0.9333 2.2291 0.008 -0.052 -0.010
H 0.1609 4.4004 2.7285 0.005 0.013 0.018
H 0.8815 4.5533 1.1166 -0.006 0.004 0.009
H 1.6154 3.4718 2.3099 -0.003 0.014 -0.005
H -2.1082 3.6742 1.7613 0.020 0.019 -0.005
H -2.1372 2.4683 0.4666 -0.027 -0.058 0.018
H -1.3941 4.0425 0.1844 0.005 -0.022 -0.001

The calculation returns the following ΔE to the lowest compared entry with this formula, charge and spin values, one per record and in order: 1.008, 8.787 eV.
The calculation returns the following strongest force on any atom values, one per record and in order: 4.28, 2.23 eV/Å.